The following is a quantum chemistry calculation of C29H30BrFeN6O2S as an isolated structure in a non-equilibrium geometry, from the Open Molecules 2025 dataset.

The HOMO energy (alpha / beta) is -10.55 / -10.55 eV. Its frontier orbital gap (alpha / beta) is 7.85 / 7.84 eV. The total charge is +1. The total energy comes out at -5837.88633 hartree. The energy above the lowest of the compared OMol25 structures with the same formula, charge and spin is 40.6 kcal per mole.

CARTESIAN COORDINATES (ANGSTROEM)
N  -0.3639  -4.5603  -1.3111
Fe  0.1981  -0.0838  -0.0031
C  -2.4841  -5.4012  1.2530
H  0.8656  -1.5552  2.7131
C  -5.2964  -1.0946  0.7687
C  2.5466  -8.7175  -0.5810
H  -5.1169  -1.9664  1.3994
C  1.2054  2.5688  -0.0017
H  3.7964  -7.0368  -0.1152
C  -1.8907  -0.1657  -1.5181
H  -5.0526  -1.1279  -1.9735
H  3.0997  -1.4533  0.0475
N  0.0672  0.2082  2.0317
H  -2.7984  -0.3366  1.5844
C  -3.0043  -0.5554  -2.2230
C  0.0154  -4.0321  -0.1098
C  1.8782  -6.4253  -0.8462
O  -1.1557  -6.1422  -2.7033
H  0.2497  -4.2931  1.8135
H  -1.6440  0.5593  5.4689
C  2.3693  1.6947  -0.3937
H  1.1010  -10.1982  -1.1553
H  -2.7375  -4.9803  0.2760
H  -0.6169  -3.8743  -2.0081
C  3.5635  2.2134  -0.8538
H  -5.5297  -0.2567  1.4257
H  -2.9944  -0.6127  -3.3009
C  -2.8968  -0.4043  0.5058
C  -1.0365  -5.8731  1.2305
C  -0.6871  1.2864  2.3117
C  -0.3661  -0.6428  4.2229
H  3.6168  3.2737  -1.0567
C  -3.4241  -6.5538  1.5822
H  -6.1710  -1.2959  0.1538
H  -2.5898  -4.5999  1.9897
H  -1.9131  2.3199  3.7262
H  2.1159  -5.3701  -0.7956
C  2.8302  -7.3628  -0.4758
H  5.3204  -0.6659  -0.7177
H  -1.8378  2.3823  0.8720
N  0.0933  1.8428  0.1573
Br  -0.2607  0.2429  -2.4523
H  -0.7587  -6.3121  2.1888
C  3.2596  -0.4170  -0.2184
C  -0.3774  -5.8916  -1.8227
C  0.6417  -6.8510  -1.3203
S  0.6143  -2.4638  -0.0549
H  -3.2141  -6.9654  2.5708
C  -1.3180  1.4355  3.5404
C  1.3141  -9.1420  -1.0632
O  1.3951  3.7509  0.2515
H  -4.4626  -6.2262  1.5719
H  -3.3255  -7.3610  0.8545
C  -4.0966  -0.7894  -0.0828
H  -0.4900  3.2864  1.5546
C  -0.7953  2.3000  1.1963
N  -1.8172  -0.0608  -0.1966
H  5.5942  1.7331  -1.3609
H  -0.5960  -8.5184  -1.8353
C  4.4935  0.0271  -0.6561
C  -1.1623  0.4603  4.5049
C  -4.1342  -0.8495  -1.4712
C  0.3641  -8.2100  -1.4425
C  0.2248  -0.7254  2.9805
H  3.2964  -9.4465  -0.3037
C  4.6438  1.3619  -1.0015
H  -0.2014  -1.4205  4.9549
N  -0.0934  -4.7705  0.9943
N  2.2041  0.3958  -0.0954
H  -0.8997  -6.6506  0.4849

natural (NBO) population analysis, charges in e, atoms 1 to 4: N -0.66; Fe 0.73; C -0.41; H 0.21